No. 1
Here is C33H66F12Li2N6O57S12 as an isolated structure at a distorted geometry from the OMol25 dataset. Energies are from the ωB97M-V functional and the def2-TZVPD basis.

XYZ file:
```
188
Properties=species:S:1:pos:R:3
Li -2.30715 -2.73958 -0.26825
Li -1.22729 -3.07999 1.95096
N -2.38295 5.58249 2.81761
S -1.64865 3.96877 2.63910
O -0.46618 3.69951 3.44608
O -1.75973 3.37815 1.32751
F -2.83260 3.14525 3.49127
S -1.26342 6.29041 1.94678
O -0.92239 5.90459 0.57605
O -0.28998 6.94264 2.84314
F -2.15759 7.54244 1.55923
N -2.18505 -4.39184 0.91659
S -2.07262 -5.85791 -0.07239
O -2.91073 -5.91260 -1.21663
O -1.69534 -7.07857 0.59585
F -0.64001 -5.36036 -0.69121
S -3.30769 -5.11103 1.70246
O -2.93692 -5.97034 2.76970
O -4.65881 -5.44178 1.17594
F -3.55792 -3.70808 2.49219
N 3.71472 -5.20776 2.71624
S 2.46066 -5.16926 1.49992
O 1.19310 -4.48447 1.66484
O 2.38523 -6.45740 0.77627
F 3.16954 -4.32377 0.35018
S 3.43114 -3.85711 3.42491
O 2.43020 -4.03240 4.50220
O 3.62005 -2.58257 2.71200
F 4.77786 -3.91836 4.24734
N 6.83857 -4.37420 1.29668
S 7.58211 -3.10831 2.18080
O 6.74131 -2.02667 2.81006
O 9.00150 -2.83590 2.06961
F 7.64616 -4.16215 3.39037
S 6.67656 -3.29455 0.14332
O 7.88913 -2.73389 -0.55825
O 5.48586 -2.44031 0.15441
F 6.31051 -4.35368 -1.04017
N -1.43902 -1.49396 0.88438
S -2.12035 -0.16351 1.20492
O -2.68340 0.56084 0.07742
O -1.67970 0.55876 2.38173
F -3.48827 -0.93632 1.68826
S -0.01668 -0.64802 0.42919
O 0.99412 -0.50917 1.48039
O -0.03810 0.33162 -0.70509
F 0.61801 -1.98969 -0.31116
N -7.97750 3.23743 1.76482
S -7.63604 3.43202 0.29352
O -7.74990 2.27357 -0.55123
O -6.79356 4.48566 -0.05063
F -9.04094 4.18154 -0.05839
S -6.31282 2.74686 2.04763
O -5.35417 3.83887 2.46004
O -5.70031 1.59581 1.41567
F -6.58101 2.23691 3.50101
C 4.53728 2.93103 -1.75673
O 3.40222 3.29196 -2.49992
C 3.13002 4.56691 -2.79272
O 3.72060 5.48041 -2.25955
O 2.20934 4.58289 -3.68513
C 1.71513 5.74750 -4.41147
H 4.32179 2.43612 -0.80977
H 5.19698 3.79155 -1.64536
H 5.11310 2.28053 -2.41504
H 1.91533 6.66377 -3.85607
H 0.63542 5.71503 -4.55732
H 2.13177 5.89581 -5.40773
C 4.77742 0.27751 1.03053
O 6.00515 0.82266 0.56756
C 6.83084 1.38318 1.36420
O 6.67862 1.56882 2.57464
O 7.83345 1.91088 0.63394
C 8.99492 2.49204 1.13218
H 3.97157 1.01035 0.98976
H 4.68831 0.05117 2.09304
H 4.34197 -0.57014 0.50141
H 9.70887 1.66972 1.17880
H 8.86136 2.87918 2.14232
H 9.44997 3.29024 0.54573
C -4.43987 -4.36651 -3.15243
O -5.21186 -3.18539 -2.96529
C -5.11469 -2.55492 -1.72716
O -4.49629 -2.95040 -0.75139
O -5.78851 -1.46580 -1.78637
C -5.98593 -0.60708 -0.66363
H -3.39110 -4.07418 -3.20468
H -4.83573 -4.96026 -3.97636
H -4.54996 -4.91651 -2.21783
H -5.06408 -0.39796 -0.12089
H -6.66235 -1.01112 0.08957
H -6.34668 0.40956 -0.81985
C -3.25511 0.53048 -3.24910
O -2.05378 -0.22286 -3.60914
C -1.63086 -1.44374 -3.22679
O -2.05253 -2.12201 -2.26669
O -0.70859 -1.83887 -4.02892
C 0.26630 -2.90123 -3.95421
H -3.33516 0.80499 -2.19728
H -4.12909 0.01552 -3.64794
H -3.20408 1.43088 -3.86130
H -0.36743 -3.76344 -4.16180
H 0.62591 -3.01431 -2.93147
H 1.02283 -2.98829 -4.73408
C 2.27885 -0.41041 -2.66532
O 3.28858 -1.47248 -2.96070
C 4.40290 -1.13323 -3.59627
O 4.56278 -0.00856 -4.27507
O 5.32412 -1.92838 -3.29080
C 6.62329 -1.90694 -3.86076
H 2.52054 0.03322 -1.69946
H 1.28745 -0.78472 -2.41013
H 2.15666 0.30250 -3.48074
H 7.15756 -2.84109 -3.68747
H 7.10714 -1.18275 -3.20536
H 6.79474 -1.62610 -4.89991
C 0.82679 -2.01482 6.11100
O -0.29768 -1.41352 5.58817
C -1.00235 -1.87862 4.56676
O -0.64137 -2.80792 3.79232
O -2.24675 -1.38584 4.46586
C -2.57470 -0.31135 5.39764
H 0.74997 -1.72197 7.15811
H 1.78717 -1.77221 5.65613
H 0.57068 -3.07412 6.09129
H -3.60683 -0.04468 5.17027
H -2.10913 0.65689 5.21364
H -2.53854 -0.47708 6.47436
C 5.61447 -6.66501 -6.79137
O 4.45538 -6.60786 -6.01208
C 4.35599 -5.59078 -5.14710
O 4.93536 -4.54249 -5.13806
O 3.73411 -6.13201 -4.12204
C 3.90727 -5.60993 -2.82634
H 5.42532 -6.17291 -7.74540
H 5.85152 -7.71903 -6.93607
H 6.47484 -6.13082 -6.38826
H 4.20023 -4.56007 -2.83408
H 4.74376 -6.13593 -2.36623
H 3.00902 -5.74040 -2.22284
C -2.20460 5.95832 -6.25391
O -1.93248 5.09738 -5.25636
C -0.98679 4.02703 -5.31178
O -0.16730 3.88284 -6.19208
O -1.02411 3.39084 -4.08541
C -0.24088 2.25506 -3.78654
H -2.10989 6.95122 -5.81428
H -3.24072 5.94481 -6.59210
H -1.59875 5.78498 -7.14329
H -0.51750 2.04260 -2.75386
H 0.83115 2.40950 -3.90910
H -0.67400 1.45972 -4.39312
C 4.40258 4.62028 2.81520
O 3.28042 3.83725 2.37675
C 2.56557 4.29686 1.36660
O 2.81927 5.25858 0.61450
O 1.54045 3.47724 1.23464
C 0.90996 3.32061 -0.03758
H 5.11644 5.02621 2.09846
H 4.94323 4.10257 3.60752
H 4.08393 5.56170 3.26272
H 1.52214 3.01851 -0.88733
H 0.31763 4.19683 -0.30119
H 0.15883 2.54683 0.12107
C -5.69228 -3.04327 5.80032
O -5.96147 -2.77526 7.24679
C -7.05438 -3.25404 7.80592
O -7.92599 -3.87257 7.27095
O -7.00230 -2.92239 9.19014
C -7.83378 -3.50505 10.17861
H -4.62736 -2.95476 5.58538
H -6.21036 -2.33753 5.15099
H -6.20571 -3.96782 5.53631
H -8.60513 -4.00839 9.59572
H -8.33686 -2.75383 10.78746
H -7.31905 -4.21012 10.83131
C -3.04529 3.95776 -1.57249
O -3.42363 5.27157 -1.85720
C -4.06665 5.94962 -0.83410
O -4.26022 5.62588 0.33409
O -4.64110 7.11446 -1.39962
C -5.50992 8.03494 -0.78296
H -3.74557 3.29513 -1.06393
H -2.06298 3.89289 -1.10458
H -3.08521 3.44444 -2.53323
H -4.81852 8.62508 -0.18146
H -6.07313 7.42098 -0.08014
H -6.01158 8.56237 -1.59429
```

Its max |F| is 10.609 eV Å⁻¹. As for the HOMO-LUMO gap: 6.80 eV. For the total energy, the calculation gives -323969.081 eV. As for the total charge: -4.

No. 2
Here is a 8-piece molecular cluster, C33H66F12N4O11 overall at a distorted geometry from the OMol25 dataset. Energies are from the ωB97M-V functional and the def2-TZVPD basis.

XYZ file:
```
126
Properties=species:S:1:pos:R:3
C 0.19713 -4.57885 -1.68654
C 1.08054 -4.66448 -0.42223
C 0.87202 -3.45641 0.48840
N 0.78068 -3.76287 2.06931
C -0.41684 -4.72421 2.13488
C 2.05532 -4.25472 2.66988
C 1.75528 -4.01155 4.16085
C 1.05153 -2.68480 4.12810
C 0.43802 -2.49252 2.70043
H -0.72943 -5.01154 -1.49087
H 0.62235 -5.15191 -2.54579
H -0.06931 -3.56347 -1.94814
H 2.15853 -4.75432 -0.62562
H 0.85026 -5.57985 0.03661
H -0.14811 -3.02203 0.27450
H 1.67926 -2.75823 0.32896
H -1.31492 -4.17100 1.86324
H -0.53257 -5.04734 3.14782
H -0.16442 -5.62085 1.53165
H 2.32803 -5.24462 2.35319
H 2.78727 -3.49311 2.34312
H 1.17788 -4.85188 4.52951
H 2.60084 -3.90550 4.86632
H 0.42322 -2.43438 4.95782
H 1.82827 -1.96114 4.15358
H -0.63523 -2.47401 2.72967
H 0.87997 -1.65813 2.09842
C 2.46783 0.03884 -2.36343
C 2.56949 -0.89203 -3.58993
O 3.64524 -1.17794 -4.10507
N 1.43524 -1.48414 -3.90148
H 0.49527 -1.18487 -3.55648
H 4.31678 -2.21890 -5.15344
C 1.38601 -2.29454 -5.07353
H 2.26286 1.08662 -2.68834
H 3.38694 0.03482 -1.83378
H 1.58141 -0.25976 -1.78996
H 2.05570 -1.91798 -5.81302
H 0.33728 -2.29384 -5.46741
H 1.57657 -3.32104 -4.83090
C -1.87952 0.71302 3.22209
C -0.65328 0.84111 2.41068
O 0.23366 1.62293 2.78577
N -0.72670 0.16547 1.24809
H 1.61844 2.37479 3.98353
H -1.53006 -0.46919 1.19816
C 0.33979 0.20439 0.27406
H -1.59664 0.07676 4.03804
H -2.73122 0.29349 2.65225
H -2.18120 1.70975 3.55177
H 0.12071 0.26876 -0.79315
H 1.14624 -0.50540 0.27503
H 0.90536 1.13587 0.52255
C -7.45804 1.20578 1.47942
C -6.93345 1.04331 2.87579
O -7.45689 1.44976 3.91401
N -5.70897 0.45436 2.94453
H -2.77752 7.50543 0.59237
H -5.33352 -0.03550 2.13639
C -5.22745 -0.03865 4.21216
H -7.25138 0.47557 0.74867
H -7.04810 2.19116 1.16087
H -8.51396 1.43739 1.54846
H -5.74156 0.57920 4.98127
H -4.14999 0.08376 4.29449
H -5.56625 -1.06203 4.49958
C 4.96638 -3.97149 -4.69280
O 6.27785 -4.41580 -4.74899
O 4.84566 -2.97568 -5.64953
C 4.13847 -5.17884 -5.16678
F 2.84993 -4.84181 -5.30534
F 4.62866 -5.61295 -6.29162
F 4.26396 -6.23153 -4.26245
C 7.18455 -3.67369 -4.03217
C 7.58245 -2.38089 -4.76680
H 8.32333 -1.80883 -4.16841
H 8.02340 -2.72135 -5.70096
H 6.68319 -1.82932 -4.88064
H 8.04049 -4.34477 -3.89110
H 6.70061 -3.31369 -3.14166
H 4.60001 -3.66024 -3.70369
C -3.29797 -2.49828 0.55661
O -3.62569 -1.04744 0.70535
O -1.99006 -2.72091 0.46496
C -3.92509 -3.10021 1.83290
F -3.17904 -2.72062 2.85973
F -5.18974 -2.79173 2.12126
F -3.94426 -4.46594 1.82556
C -3.53058 -0.45916 -0.56657
C -3.64729 1.07179 -0.39732
H -3.63497 1.61915 -1.34187
H -4.61132 1.21249 0.04759
H -2.76081 1.38067 0.22565
H -4.36006 -0.78585 -1.28257
H -2.57508 -0.71801 -1.03779
H -3.94483 -2.94690 -0.22605
C -2.06835 7.92023 -1.12534
O -3.10564 8.68460 -1.61366
O -1.94234 7.84900 0.31742
C -2.16221 6.55173 -1.68720
F -3.21058 5.91537 -1.19099
F -2.00135 6.58208 -3.05564
F -1.05876 5.76206 -1.29979
C -2.63209 9.84333 -2.46098
C -3.90613 10.59460 -3.07717
H -4.35452 10.16188 -3.96205
H -4.73342 10.62595 -2.32837
H -3.58333 11.55190 -3.34684
H -2.11628 9.41759 -3.36434
H -2.07865 10.50968 -1.90594
H -1.09178 8.29677 -1.39653
C 3.45727 2.30407 3.43220
O 3.15983 2.81301 2.16773
O 2.50496 2.52289 4.35329
C 3.63091 0.75321 3.40875
F 4.04915 0.27973 4.58540
F 2.37482 0.20011 3.16812
F 4.36720 0.29561 2.35069
C 2.82409 4.20318 2.23041
C 1.46348 4.42676 1.69755
H 1.30642 5.38885 1.15715
H 1.45796 3.68255 0.90751
H 0.65677 4.25794 2.46024
H 3.55396 4.79292 1.64974
H 2.93971 4.55241 3.25663
H 4.43610 2.68898 3.85039
```

Its max |F| is 5.223 eV Å⁻¹. As for the HOMO-LUMO gap: 8.75 eV. For the total energy, the calculation gives -96382.280 eV.